# 1
Computed, not measured: a structure of composition C25H28N7O3STi at a distorted geometry, with ωB97M-V/def2-TZVPD.

Last column: Löwdin charge in e.
Element x y z (Å)
1 Ti -0.270 -0.800 -0.459  0.8149
2 O 3.398 4.362 1.605  0.0508
3 C 2.334 4.628 1.097  -0.7063
4 O 1.622 5.574 0.863  0.0548
5 C 1.632 3.260 0.562  -0.0176
6 C 0.257 3.127 0.653  0.1063
7 C -0.308 1.928 0.235  -0.1511
8 N 0.450 0.941 -0.322  -0.0273
9 C 1.804 1.087 -0.407  -0.1677
10 C 2.425 2.244 0.060  0.1024
11 C 2.426 -0.082 -0.969  -0.1714
12 C 3.804 -0.248 -1.166  0.0420
13 C 4.281 -1.423 -1.695  0.0093
14 C 3.360 -2.419 -2.052  -0.0069
15 C 2.017 -2.194 -1.861  -0.1118
16 N 1.530 -1.062 -1.310  -0.0239
17 C -1.695 1.546 0.295  -0.1535
18 C -2.711 2.305 0.886  0.0526
19 C -4.009 1.850 0.840  0.0156
20 C -4.271 0.629 0.206  -0.0047
21 C -3.222 -0.091 -0.316  -0.1321
22 N -1.944 0.333 -0.284  -0.0242
23 H -0.337 3.944 1.035  0.1365
24 H 3.497 2.363 0.055  0.1341
25 H 4.469 0.557 -0.902  0.1322
26 H 5.340 -1.569 -1.846  0.1334
27 H 3.699 -3.341 -2.497  0.1245
28 H 1.284 -2.928 -2.193  0.0959
29 H -2.462 3.229 1.380  0.1321
30 H -4.812 2.416 1.284  0.1330
31 H -5.279 0.256 0.129  0.1237
32 H -3.395 -1.049 -0.801  0.0805
33 C 2.070 -4.196 1.909  0.0005
34 N 1.726 -2.801 1.685  -0.0709
35 C 2.784 -1.876 2.074  0.0188
36 C 0.576 -2.302 1.251  -0.4608
37 O 0.333 -1.062 1.366  -0.0392
38 N -0.402 -2.994 0.531  -0.1755
39 C -0.203 -4.312 -0.062  -0.0432
40 C -1.780 -2.830 1.026  -0.0293
41 H 2.698 -4.243 2.800  0.1125
42 H 2.644 -4.604 1.076  0.1070
43 H 1.193 -4.809 2.088  0.0970
44 H 2.979 -1.945 3.142  0.1185
45 H 2.495 -0.854 1.838  0.0947
46 H 3.688 -2.142 1.527  0.1089
47 H 0.820 -4.426 -0.411  0.0878
48 H -0.870 -4.391 -0.926  0.0837
49 H -0.455 -5.124 0.625  0.1114
50 H -1.962 -1.793 1.335  0.0893
51 H -1.957 -3.483 1.889  0.1240
52 H -2.476 -3.115 0.231  0.0933
53 C -0.120 0.459 -3.979  0.0021
54 N -1.516 0.143 -4.110  -0.1026
55 C -2.427 0.754 -4.932  -0.0037
56 C -3.611 0.115 -4.781  -0.0245
57 N -3.418 -0.876 -3.857  0.1049
58 C -2.133 -0.856 -3.448  -0.6883
59 S -1.395 -1.947 -2.371  0.7576
60 H 0.124 1.292 -4.634  0.1142
61 H 0.486 -0.405 -4.268  0.1073
62 H 0.105 0.724 -2.931  0.0780
63 H -2.167 1.587 -5.552  0.1408
64 H -4.556 0.282 -5.254  0.1357
65 H -4.120 -1.541 -3.565  0.1739

Output
- spin multiplicity = 2
- M (g/mol) = 554.48
- highest occupied orbital energy (spin up / spin down) (Ha) = -0.453 / -0.453
- <S²> = 0.7526
- DFT total energy (eV) = -76891.67198
- HOMO-LUMO gap (spin up / spin down) (eV) = 4.968 / 5.029
- total charge = +2

# 2
Computed, not measured: a cluster of 2 separate species, C25H29BF2N in total at a distorted geometry, with ωB97M-V/def2-TZVPD.

Last column: Löwdin charge in e.
Element x y z (Å)
1 F 2.706 4.438 -3.804  0.0556
2 C 2.840 3.206 -3.207  -0.2189
3 C 4.109 2.796 -2.797  0.0468
4 C 4.226 1.526 -2.209  -0.0312
5 C 3.105 0.730 -2.002  0.0061
6 C 1.819 1.151 -2.437  -0.1939
7 C 0.677 0.300 -2.300  0.0317
8 C -0.629 0.713 -2.554  -0.0546
9 C -1.689 -0.186 -2.593  0.0612
10 C -3.006 0.125 -3.058  -0.1979
11 C -3.297 1.387 -3.646  0.0755
12 C -4.608 1.675 -3.997  -0.2166
13 F -4.879 2.908 -4.542  0.0578
14 C -5.663 0.776 -3.830  0.0492
15 C -5.360 -0.492 -3.303  -0.0364
16 C -4.062 -0.820 -2.939  -0.0036
17 C 1.703 2.430 -3.050  0.0754
18 H 4.970 3.443 -2.944  0.1352
19 H 5.209 1.158 -1.913  0.1228
20 H 3.181 -0.248 -1.517  0.1250
21 H 0.848 -0.768 -2.126  0.1184
22 H -0.833 1.774 -2.722  0.1064
23 H -1.500 -1.208 -2.250  0.1442
24 H -2.504 2.110 -3.815  0.1255
25 H -6.677 1.059 -4.102  0.1359
26 H -6.159 -1.222 -3.175  0.1221
27 H -3.822 -1.806 -2.537  0.1252
28 H 0.741 2.782 -3.419  0.1243
29 C -1.734 -1.829 1.864  -0.0640
30 C -0.984 -0.533 1.631  -0.1823
31 N 0.511 -0.675 1.907  -0.1891
32 C 1.110 0.726 1.833  -0.1852
33 C 2.576 0.734 2.213  -0.0592
34 C 0.704 -1.218 3.283  -0.2458
35 C 0.188 -0.498 4.355  -0.0277
36 C 0.362 -0.998 5.655  -0.0530
37 C 1.049 -2.202 5.856  -0.0727
38 C 1.555 -2.912 4.766  -0.0472
39 C 1.375 -2.418 3.464  -0.0128
40 B 1.170 -1.569 0.729  -0.3408
41 H 1.031 -0.880 -0.294  0.0215
42 H -2.802 -1.639 1.717  0.0842
43 H -1.430 -2.622 1.173  0.0663
44 H -1.603 -2.190 2.891  0.0872
45 H -1.077 -0.187 0.594  0.1097
46 H -1.353 0.254 2.295  0.1161
47 H 0.955 1.079 0.806  0.1134
48 H 0.526 1.361 2.507  0.1141
49 H 2.918 1.773 2.248  0.0870
50 H 2.737 0.298 3.207  0.0886
51 H 3.196 0.195 1.488  0.0667
52 H -0.345 0.443 4.182  0.1167
53 H -0.040 -0.441 6.502  0.1106
54 H 1.189 -2.591 6.869  0.1112
55 H 2.092 -3.851 4.900  0.1125
56 H 1.759 -2.973 2.611  0.0968
57 H 2.358 -1.756 0.931  0.0434
58 H 0.564 -2.620 0.609  0.0429

Output
- M (g/mol) = 392.32
- highest occupied orbital energy (Ha) = -0.431
- DFT total energy (eV) = -33989.09528
- HOMO-LUMO gap (eV) = 5.944
- total charge = +1
- energy above the lowest of the compared OMol25 structures with the same formula, charge and spin (kJ/mol) = 0.0

# 3
Computed, not measured: a cluster of 2 separate species, C25H29BF6O2 in total at a distorted geometry, with ωB97M-V/def2-TZVPD.

Last column: Löwdin charge in e.
Element x y z (Å)
1 C 4.647 0.558 0.824  -0.0191
2 C 3.453 0.615 -0.114  -0.4893
3 C 3.956 0.721 -1.556  -0.0122
4 O 2.700 -0.565 0.041  0.0512
5 B 1.346 -0.192 -0.302  -0.8601
6 C 0.998 -0.783 -1.803  -0.0606
7 C 1.596 -1.957 -2.227  0.0447
8 C 1.322 -2.448 -3.498  -0.1066
9 C 1.945 -3.737 -3.955  -0.5148
10 F 2.388 -3.659 -5.249  0.1108
11 F 3.016 -4.095 -3.186  0.1121
12 F 1.048 -4.776 -3.903  0.1084
13 C 0.450 -1.787 -4.358  0.0430
14 C -0.139 -0.619 -3.906  -0.1101
15 C -1.107 0.125 -4.780  -0.5159
16 F -2.198 0.549 -4.061  0.1011
17 F -0.535 1.248 -5.324  0.1134
18 F -1.575 -0.628 -5.815  0.1129
19 C 0.147 -0.094 -2.643  0.0388
20 C 0.248 -0.952 0.746  -0.0544
21 C -1.132 -0.564 0.443  -0.1194
22 C -1.787 0.477 1.009  -0.2191
23 C -3.108 0.977 0.510  -0.0975
24 O 1.177 1.237 -0.287  0.0547
25 C 2.378 1.771 0.224  -0.4896
26 C 2.227 1.973 1.729  -0.0238
27 C 2.661 3.110 -0.434  -0.0152
28 H 5.231 1.484 0.758  0.0880
29 H 4.329 0.404 1.860  0.0794
30 H 5.294 -0.278 0.534  0.0900
31 H 4.682 1.541 -1.652  0.0869
32 H 4.458 -0.215 -1.835  0.0966
33 H 3.134 0.888 -2.267  0.0915
34 H 2.281 -2.499 -1.581  0.1337
35 H 0.237 -2.177 -5.347  0.1317
36 H -0.320 0.838 -2.335  0.1340
37 H 0.397 -2.024 0.551  0.1075
38 H 0.554 -0.712 1.778  0.0987
39 H -1.657 -1.172 -0.306  0.1337
40 H -1.258 1.120 1.722  0.1061
41 H -3.229 2.035 0.782  0.0765
42 H -3.195 0.888 -0.584  0.0827
43 H -3.929 0.409 0.969  0.0553
44 H 3.111 2.475 2.144  0.0846
45 H 1.352 2.606 1.926  0.0849
46 H 2.084 1.015 2.251  0.0847
47 H 3.609 3.520 -0.064  0.0890
48 H 2.715 3.016 -1.524  0.0832
49 H 1.862 3.818 -0.187  0.0871
50 C -2.619 -0.229 3.359  -0.0544
51 C -3.354 -1.367 3.037  -0.0125
52 C -4.670 -1.674 3.360  -0.0176
53 C -5.593 -0.878 4.028  -0.0306
54 C -5.413 0.374 4.600  -0.0347
55 C -4.265 1.157 4.642  -0.0177
56 C -3.029 0.902 4.060  -0.0079
57 H -1.540 -0.301 3.169  0.1121
58 H -2.817 -2.124 2.450  0.1390
59 H -5.028 -2.656 3.032  0.1265
60 H -6.607 -1.289 4.104  0.1246
61 H -6.303 0.810 5.069  0.1231
62 H -4.351 2.101 5.193  0.1259
63 H -2.273 1.690 4.178  0.1349

Output
- M (g/mol) = 486.30
- highest occupied orbital energy (Ha) = -0.261
- DFT total energy (eV) = -47471.33428
- HOMO-LUMO gap (eV) = 4.337